No. 1
Computed, not measured: 2 unconnected molecules or ions with the total composition C11H21N4 at a distorted geometry, with ωB97M-V/def2-TZVPD.

```
! RIJCOSX wB97M-V def2-TZVPD def2/J DEFGRID3
* xyz 1 1
C 1.079 4.294 -0.711
N -0.028 3.349 -0.499
C -1.299 3.956 -0.076
C 0.079 2.060 -0.714
H 0.741 5.274 -0.366
H 1.957 3.986 -0.121
H 1.359 4.398 -1.776
H -1.107 5.009 0.133
H -2.076 3.903 -0.861
H -1.658 3.458 0.842
H -0.840 1.475 -0.764
H 0.997 1.706 -1.201
C -1.801 -1.384 -2.929
C -1.853 -1.561 -1.559
N -0.923 -2.528 -1.250
C -0.555 -2.970 0.093
C 0.612 -2.111 0.636
C 1.019 -2.559 2.058
C 1.480 -1.267 2.750
C 0.792 -0.125 1.968
N 0.353 -0.689 0.743
C -0.304 -2.900 -2.422
N -0.850 -2.236 -3.432
H -2.392 -0.717 -3.529
H -2.453 -1.085 -0.816
H -1.428 -2.869 0.762
H -0.216 -4.020 0.058
H 1.484 -2.303 -0.036
H 0.160 -2.983 2.600
H 1.809 -3.321 2.019
H 1.231 -1.281 3.819
H 2.569 -1.168 2.641
H -0.063 0.209 2.578
H 1.456 0.745 1.844
H 0.187 -0.094 -0.040
H 0.482 -3.650 -2.440
*
```

Results
energy above the lowest of the compared OMol25 structures with the same formula, charge and spin: 0.0 kcal per mole
E_tot: -17699.87207 eV
HOMO level: -0.411 Eh
HOMO-LUMO gap: 5.813 eV

No. 2
Computed, not measured: a molecular structure, C11H21N5Sc, with ωB97M-V/def2-TZVPD.

```
! RIJCOSX wB97M-V def2-TZVPD def2/J DEFGRID3
* xyz 3 1
Sc 0.037 -0.005 0.416
C 1.614 1.409 -1.594
C 0.209 1.770 -2.060
N -0.828 1.429 -1.019
C -2.024 0.692 -1.565
C -1.648 -0.702 -2.049
N -0.825 -1.440 -1.023
C 0.411 -2.098 -1.583
C 1.422 -1.071 -2.078
N 1.677 0.004 -1.049
H 2.322 1.528 -2.416
H 1.943 2.079 -0.794
H 0.170 2.835 -2.285
H -0.048 1.253 -2.982
H -1.173 2.303 -0.622
H -2.763 0.638 -0.759
H -2.483 1.261 -2.376
H -2.555 -1.263 -2.270
H -1.081 -0.661 -2.977
H -1.404 -2.184 -0.632
H 0.838 -2.713 -0.785
H 0.143 -2.776 -2.395
H 2.356 -1.577 -2.319
H 1.089 -0.593 -2.996
H 2.621 -0.130 -0.686
N 0.023 0.001 6.614
C 0.020 0.015 5.300
C 1.230 0.140 4.551
C 1.180 0.151 3.200
N 0.016 0.042 2.476
C -1.147 -0.076 3.201
C -1.191 -0.095 4.553
H 0.879 0.080 7.146
H -0.831 -0.085 7.147
H 2.182 0.228 5.056
H 2.104 0.249 2.634
H -2.071 -0.157 2.635
H -2.142 -0.192 5.059
*
```

Results
E_tot: -39874.17528 eV
HOMO level: -0.680 Eh
HOMO-LUMO gap: 7.546 eV

No. 3
Computed, not measured: a molecular structure, C11H21NO4Os, with ωB97M-V/def2-TZVPD.

```
! RIJCOSX wB97M-V def2-TZVPD def2/J DEFGRID3
* xyz 4 5
Os -0.357 0.054 -0.521
C -0.676 -1.730 1.838
C 0.865 -1.766 1.671
O 1.189 -1.111 0.389
C 2.576 -0.649 0.189
C 2.562 0.377 -0.974
O 1.228 0.359 -1.689
C 1.221 -0.423 -3.003
C -0.209 -0.831 -3.256
O -0.662 -1.342 -1.910
C -2.012 -1.982 -1.697
C -1.942 -2.457 -0.267
O -1.349 -1.306 0.548
H -1.008 -1.009 2.582
H -1.102 -2.701 2.081
H 1.281 -2.773 1.639
H 1.336 -1.206 2.478
H 3.190 -1.529 -0.005
H 2.918 -0.163 1.103
H 3.306 0.164 -1.740
H 2.694 1.404 -0.640
H 1.900 -1.261 -2.854
H 1.590 0.253 -3.777
H -0.307 -1.637 -3.986
H -0.863 0.000 -3.535
H -2.133 -2.794 -2.416
H -2.775 -1.219 -1.874
H -1.275 -3.304 -0.114
H -2.935 -2.656 0.141
C -0.810 3.987 3.202
C -1.121 3.938 1.659
C -0.802 2.713 1.037
N -0.532 1.690 0.523
H -0.637 5.034 3.437
H 0.078 3.414 3.457
H -1.676 3.620 3.745
H -0.564 4.711 1.097
H -2.186 4.131 1.442
*
```

Results
E_tot: -23841.67087 eV
HOMO level (spin up / spin down): -0.911 / -0.912 Eh
HOMO-LUMO gap (spin up / spin down): 8.433 / 6.036 eV
<S²>: 6.019

No. 4
Computed, not measured: 2 unconnected molecules or ions with the total composition C11H21OP at a distorted geometry, with ωB97M-V/def2-TZVPD.

```
! RIJCOSX wB97M-V def2-TZVPD def2/J DEFGRID3
* xyz 0 1
C -0.531 3.530 -0.309
C -0.463 2.273 0.110
C -1.309 -0.703 0.684
C -0.326 -0.061 -0.224
C -0.648 -1.656 1.697
C -2.417 -0.009 1.391
C 2.064 -1.914 -0.151
C 2.496 0.331 0.722
C 1.860 -0.058 -1.797
C -2.781 -0.328 -1.856
C 1.807 -0.496 -0.412
O -0.414 1.192 -0.782
P -1.409 -1.351 -1.100
H -0.569 4.303 0.423
H -0.351 3.537 -1.328
H -0.459 1.969 1.205
H -1.502 -2.206 2.225
H 0.058 -1.002 2.345
H -0.114 -2.455 1.164
H -2.169 0.333 2.429
H -3.277 -0.713 1.354
H -2.814 0.878 0.897
H 2.281 -1.994 0.865
H 3.052 -2.129 -0.654
H 1.257 -2.536 -0.441
H 2.288 -0.121 1.655
H 3.705 0.243 0.683
H 2.164 1.329 0.667
H 1.601 1.055 -1.854
H 1.281 -0.753 -2.399
H 2.962 -0.135 -2.244
H -3.314 0.304 -1.195
H -3.596 -1.131 -2.315
H -2.447 0.096 -2.868
*
```

Results
energy above the lowest of the compared OMol25 structures with the same formula, charge and spin: 73.2 kcal per mole
E_tot: -23078.50103 eV
HOMO level: -0.280 Eh
HOMO-LUMO gap: 8.448 eV

No. 5
Computed, not measured: a single C11H21P molecule at a distorted geometry, with ωB97M-V/def2-TZVPD.

```
! RIJCOSX wB97M-V def2-TZVPD def2/J DEFGRID3
* xyz 0 1
C -3.164 0.804 2.034
C -2.600 0.753 0.839
C -2.822 1.815 -0.292
C -1.517 -0.224 0.581
C -1.905 -1.103 -0.657
C -0.221 0.456 0.160
P 0.586 1.619 1.376
C 1.093 -0.628 -0.274
C 1.228 -1.780 0.354
C 2.241 -0.029 -0.943
C 3.384 0.182 0.057
C 2.752 -1.051 -2.081
H -2.737 0.179 2.701
H -4.034 1.537 2.245
H -2.882 1.304 -1.173
H -3.816 2.180 -0.135
H -1.954 2.534 -0.370
H -1.649 -0.974 1.429
H -1.206 -1.958 -0.857
H -2.951 -1.420 -0.495
H -1.726 -0.533 -1.656
H -0.353 0.957 -0.895
H 1.149 0.737 2.227
H -0.604 1.789 2.215
H 0.559 -2.362 0.902
H 2.108 -2.368 0.390
H 1.828 0.832 -1.369
H 3.511 -0.743 0.590
H 4.326 0.324 -0.540
H 3.018 1.113 0.775
H 3.185 -0.624 -3.041
H 3.352 -1.788 -1.682
H 1.818 -1.530 -2.415
*
```

Results
energy above the lowest of the compared OMol25 structures with the same formula, charge and spin: 38.6 kcal per mole
E_tot: -21031.86781 eV
HOMO level: -0.332 Eh
HOMO-LUMO gap: 9.956 eV
structure (SMILES): C=C(C)[C@@H](C)[C@@H](P)C(=C)C(C)C

No. 6
Computed, not measured: a molecular structure, C11H22Cl4CsF6KN2NaO10P at a distorted geometry, with ωB97M-V/def2-TZVPD.

```
! RIJCOSX wB97M-V def2-TZVPD def2/J DEFGRID3
* xyz 0 1
C -2.919 0.865 0.925
C -1.678 1.123 1.975
C -0.720 -0.232 2.171
Cl 0.295 0.000 3.700
C 0.125 -0.425 0.782
C -0.513 -1.123 -0.538
C 0.581 -1.101 -1.714
N 1.922 -0.539 -1.572
N 2.550 0.014 -0.519
C 1.636 0.051 0.618
H -3.511 -0.085 1.271
H -2.595 0.759 -0.195
H -3.609 1.827 0.987
H -2.063 1.557 3.001
H -0.958 1.916 1.448
H -1.422 -1.172 2.375
H -1.594 -1.539 -0.659
H 0.263 -1.573 -2.756
H 2.531 -0.562 -2.448
H 2.106 0.554 1.595
C 5.081 1.260 -3.451
O 3.932 0.756 -3.442
O 5.740 0.949 -2.344
O 5.667 1.973 -4.297
H 4.977 0.436 -2.008
O -3.702 -2.344 -2.006
Cl -2.718 -3.034 -2.818
O -2.279 -4.232 -2.131
O -1.581 -2.162 -3.045
O -3.310 -3.396 -4.091
Na -0.363 1.277 -0.595
Cs -3.616 0.975 -1.981
Cl 2.565 0.457 9.239
C 1.362 0.145 7.962
C 1.432 1.172 6.844
Cl 0.892 2.784 7.376
H 0.372 0.123 8.428
H 1.573 -0.852 7.565
H 0.775 0.873 6.022
H 2.448 1.269 6.448
F -3.457 3.874 -7.444
P -2.891 5.051 -6.594
F -2.064 5.042 -7.915
F -3.186 6.558 -6.856
F -1.593 5.493 -5.852
F -2.704 4.040 -5.422
F -4.339 5.298 -6.075
O 0.216 -3.160 5.580
H 0.214 -2.358 5.090
O -2.721 -4.023 5.533
H -2.081 -4.516 6.107
H -2.965 -4.548 4.729
H -2.373 -3.128 5.289
K -0.795 -2.824 3.066
C 4.202 -1.937 -5.447
O 3.844 -2.888 -4.598
H 4.829 -2.235 -6.305
H 3.395 -1.390 -5.964
H 4.793 -1.096 -5.046
*
```

Results
energy above the lowest of the compared OMol25 structures with the same formula, charge and spin: 116.7 kcal per mole
E_tot: -132166.42649 eV
HOMO level: -0.267 Eh
HOMO-LUMO gap: 2.496 eV

No. 7
Computed, not measured: a molecular structure, C11H22CrN6O5 at a distorted geometry, with ωB97M-V/def2-TZVPD.

```
! RIJCOSX wB97M-V def2-TZVPD def2/J DEFGRID3
* xyz 1 4
O 3.473 -1.978 1.819
H 2.665 -2.174 2.338
Cr -0.221 0.004 0.166
N -0.858 -0.697 -1.614
N -2.240 0.458 0.082
O -0.103 -1.257 -2.686
O -3.106 0.866 1.152
C -2.161 -0.680 -1.887
C -2.949 -0.073 -0.912
C -2.731 -1.239 -3.130
C -4.428 -0.054 -0.963
H -2.033 -1.904 -3.645
H -3.032 -0.453 -3.843
H -3.655 -1.801 -2.925
H -4.858 0.688 -0.284
H -4.889 -1.030 -0.727
H -4.773 0.171 -1.984
H 0.781 -1.392 -2.289
H -2.472 1.156 1.842
O -0.440 2.525 -1.147
H 0.055 1.768 -1.531
H -1.201 2.019 -0.768
C -0.471 -1.543 1.349
H 0.444 -2.154 1.577
H -1.265 -2.060 0.757
H -0.899 -1.055 2.252
O 2.753 -2.899 -1.490
H 3.308 -2.966 -0.691
H 1.855 -2.951 -1.094
N 3.696 0.887 0.554
C 4.015 0.304 -0.659
C 2.806 -0.074 -1.233
N 1.794 0.251 -0.336
C 2.357 0.860 0.702
C 1.545 1.466 1.767
N 0.222 1.401 1.740
C -0.261 2.165 2.804
C 0.831 2.642 3.515
N 1.964 2.187 2.836
H 4.359 1.191 1.247
H 5.019 0.146 -1.004
H 2.622 -0.584 -2.159
H -1.313 2.303 2.986
H 0.880 3.225 4.419
H 2.917 2.334 3.097
*
```

Results
energy above the lowest of the compared OMol25 structures with the same formula, charge and spin: 0.0 kcal per mole
E_tot: -59351.84938 eV
HOMO level (spin up / spin down): -0.316 / -0.317 Eh
HOMO-LUMO gap (spin up / spin down): 2.786 / 2.748 eV
<S²>: 3.886

No. 8
Computed, not measured: a molecular structure, C11H22LuN6O5 at a distorted geometry, with ωB97M-V/def2-TZVPD.

```
! RIJCOSX wB97M-V def2-TZVPD def2/J DEFGRID3
* xyz 1 1
O 2.629 0.621 -1.692
H 3.226 1.287 -1.419
Lu 0.843 0.203 -0.399
N -1.543 -0.278 -1.068
N 0.531 -1.011 -2.311
O -2.758 0.270 -0.476
O 1.719 -1.260 -2.950
C -1.794 -0.830 -2.257
C -0.607 -1.277 -2.945
C -3.141 -1.057 -2.863
C -0.607 -1.927 -4.260
H -3.899 -0.507 -2.298
H -3.385 -2.132 -2.870
H -3.127 -0.695 -3.902
H 0.403 -2.172 -4.578
H -1.050 -1.309 -5.037
H -1.176 -2.853 -4.253
H -3.304 -0.526 -0.306
H 2.366 -0.391 -2.506
O 0.630 -2.150 0.444
H -0.018 -2.588 1.013
H 0.993 -2.879 -0.109
C 0.336 2.215 -0.525
H 0.314 2.394 0.551
H -0.595 2.038 -1.116
H 1.104 2.807 -1.086
O -3.230 2.767 1.016
H -3.102 2.209 0.217
H -2.799 3.610 0.873
N 3.003 0.391 3.428
C 4.194 0.298 2.733
C 3.867 0.139 1.418
N 2.475 0.098 1.321
C 1.972 0.284 2.560
C 0.541 0.307 2.856
N -0.441 0.275 1.932
C -1.637 0.411 2.643
C -1.370 0.449 3.974
N 0.006 0.387 4.112
H 2.887 0.573 4.438
H 5.147 0.340 3.215
H 4.487 0.049 0.535
H -2.584 0.541 2.117
H -2.044 0.505 4.828
H 0.533 0.377 4.999
*
```

Results
energy above the lowest of the compared OMol25 structures with the same formula, charge and spin: 0.0 kcal per mole
E_tot: -64556.38298 eV
HOMO level: -0.371 Eh
HOMO-LUMO gap: 6.600 eV

No. 9
Computed, not measured: 2 unconnected molecules or ions with the total composition C11H22N2O5P, with ωB97M-V/def2-TZVPD.

```
! RIJCOSX wB97M-V def2-TZVPD def2/J DEFGRID3
* xyz 1 1
C 3.525 -3.779 1.193
N 3.013 -4.014 -0.151
C 1.802 -3.279 -0.454
C 0.578 -3.823 0.228
C -0.356 -3.247 0.992
P -0.538 -1.530 1.468
O -1.072 -1.242 2.811
C -1.310 -4.332 1.414
O -2.011 -4.418 2.357
O -1.121 -5.381 0.504
C 0.202 -5.282 0.129
O 0.876 -6.217 -0.139
H 4.199 -4.586 1.470
H 2.743 -3.731 1.966
H 4.091 -2.845 1.223
H 2.897 -5.002 -0.333
H 1.635 -3.277 -1.534
H 1.960 -2.251 -0.119
H 0.728 -0.981 1.192
H -1.330 -0.999 0.431
C 0.075 2.221 -1.082
N -0.671 3.519 -1.168
C -0.721 3.934 -2.606
C 0.058 4.562 -0.387
C -2.102 3.388 -0.691
C -2.303 3.063 0.770
O -1.751 1.793 1.061
H 0.985 2.321 -1.668
H 0.315 2.015 -0.046
H -0.551 1.431 -1.487
H 0.297 4.052 -2.969
H -1.256 4.878 -2.684
H -1.234 3.164 -3.175
H 0.156 4.234 0.644
H -0.497 5.496 -0.437
H 1.046 4.690 -0.823
H -2.559 2.622 -1.317
H -2.576 4.347 -0.902
H -3.385 3.063 0.928
H -1.876 3.840 1.411
H -1.962 1.583 1.981
*
```

Results
energy above the lowest of the compared OMol25 structures with the same formula, charge and spin: 0.0 kcal per mole
E_tot: -34262.83284 eV
HOMO level: -0.418 Eh
HOMO-LUMO gap: 8.269 eV

No. 10
Computed, not measured: a gas-phase ion, C11H22N3 (charge +1) at a distorted geometry, with ωB97M-V/def2-TZVPD.

```
! RIJCOSX wB97M-V def2-TZVPD def2/J DEFGRID3
* xyz 1 1
C 0.639 1.498 -0.653
C -1.201 0.271 -0.062
C -3.059 1.494 0.915
C -3.561 -0.864 0.320
C -3.208 0.718 -1.604
C 3.531 1.414 -0.536
C 2.921 -1.049 -0.930
C 3.201 -0.020 1.386
C -0.084 -1.666 1.186
C -2.729 0.269 -0.123
C 2.697 0.174 -0.077
N -0.742 1.459 -0.633
N 1.398 0.699 -0.045
N -0.369 -0.606 0.324
H 1.055 2.427 -1.206
H -4.112 1.991 1.017
H -2.742 1.110 1.853
H -2.339 2.296 0.769
H -3.661 -1.699 -0.464
H -3.025 -1.405 1.182
H -4.509 -0.505 0.685
H -3.060 1.749 -1.610
H -2.725 0.325 -2.478
H -4.234 0.551 -1.637
H 3.379 2.248 0.152
H 4.571 1.114 -0.564
H 3.310 1.995 -1.474
H 2.210 -1.207 -1.709
H 3.911 -1.077 -1.242
H 2.734 -1.935 -0.350
H 3.352 0.896 1.997
H 2.512 -0.640 1.850
H 4.090 -0.450 1.177
H 0.882 -2.035 0.985
H 0.036 -1.323 2.296
H -0.844 -2.420 0.996
*
```

Results
energy above the lowest of the compared OMol25 structures with the same formula, charge and spin: 90.0 kcal per mole
E_tot: -16222.42346 eV
HOMO level (spin up / spin down): -0.496 / -0.496 Eh
HOMO-LUMO gap (spin up / spin down): 7.168 / 7.169 eV

No. 11
Computed, not measured: a single C11H22N4O4 molecule at a distorted geometry, with ωB97M-V/def2-TZVPD.

```
! RIJCOSX wB97M-V def2-TZVPD def2/J DEFGRID3
* xyz 0 1
N 3.752 2.127 -0.390
C 3.852 0.721 -0.260
C 2.452 0.058 -0.366
C 2.600 -1.495 -0.206
C 1.285 -2.297 -0.437
C 0.334 -2.264 0.750
N -0.666 -3.353 0.567
C -0.467 -0.904 0.883
O -0.233 -0.091 1.727
N -1.522 -0.821 -0.008
C -2.523 0.197 0.023
C -2.277 1.316 -1.037
C -1.032 2.158 -0.799
C -1.132 3.046 0.405
N -0.464 2.640 1.476
O -1.885 4.045 0.402
C -3.942 -0.403 -0.149
O -4.991 0.191 -0.157
O -3.882 -1.716 -0.456
H 3.171 2.417 0.379
H 3.261 2.425 -1.223
H 4.515 0.291 -1.022
H 4.360 0.472 0.686
H 1.968 0.336 -1.325
H 1.868 0.492 0.429
H 3.312 -1.836 -0.988
H 3.049 -1.702 0.773
H 1.441 -3.363 -0.710
H 0.721 -1.853 -1.289
H 0.909 -2.297 1.697
H -0.195 -4.259 0.586
H -1.322 -3.363 1.357
H -1.779 -1.694 -0.396
H -2.584 0.676 1.031
H -2.185 0.829 -2.025
H -3.163 1.954 -0.994
H -0.839 2.776 -1.679
H -0.106 1.593 -0.695
H -0.235 1.685 1.631
H -0.591 3.142 2.358
H -4.832 -1.873 -0.551
*
```

Results
energy above the lowest of the compared OMol25 structures with the same formula, charge and spin: 15.1 kcal per mole
E_tot: -25915.83744 eV
HOMO level: -0.339 Eh
HOMO-LUMO gap: 9.662 eV
structure (SMILES): NCCCC[C@H](N)C(=O)N[C@@H](CCC(N)=O)C(=O)O

No. 12
Computed, not measured: 2 unconnected molecules or ions with the total composition C11H22NO6S, with ωB97M-V/def2-TZVPD.

```
! RIJCOSX wB97M-V def2-TZVPD def2/J DEFGRID3
* xyz -1 1
N 1.369 0.142 -2.995
C 0.817 -0.242 -1.918
C 0.565 -1.711 -1.610
C 1.088 -2.250 -0.274
O 1.762 -3.498 -0.558
S 1.332 -4.734 0.312
O 0.608 -5.655 -0.495
O 2.458 -5.188 1.057
O 0.356 -3.972 1.266
C 0.115 -2.564 0.927
C -1.388 -2.372 0.761
C -1.941 -1.179 1.549
C -1.350 0.168 1.138
C -0.048 0.614 1.773
O -0.310 0.904 3.161
H 1.629 -0.661 -3.576
H 0.462 0.543 -1.235
H -0.490 -1.941 -1.767
H 1.123 -2.286 -2.354
H 1.863 -1.571 0.089
H 0.453 -2.032 1.809
H -1.660 -2.268 -0.290
H -1.855 -3.295 1.110
H -3.019 -1.159 1.364
H -1.819 -1.342 2.625
H -1.255 0.270 0.056
H -2.055 0.959 1.406
H 0.262 1.501 1.216
H 0.751 -0.136 1.715
H 0.526 0.956 3.622
C 0.382 3.991 -2.106
C -0.533 3.584 -0.932
C -0.075 4.356 0.327
O -0.557 2.250 -0.733
H 1.404 3.665 -1.887
H 0.054 3.481 -3.015
H 0.385 5.073 -2.292
H -1.544 4.003 -1.183
H 0.944 4.042 0.580
H -0.730 4.110 1.167
H -0.081 5.444 0.189
*
```

Results
energy above the lowest of the compared OMol25 structures with the same formula, charge and spin: 0.0 kcal per mole
E_tot: -36373.07522 eV
HOMO level: -0.125 Eh
HOMO-LUMO gap: 6.196 eV